[1]
# C38H37BiCl2N4O4Si2

A molecular structure, C38H37BiCl2N4O4Si2 (the ωB97M-V functional and the def2-TZVPD basis, the OMol25 dataset).

largest force on an atom: 0.51 eV Å⁻¹
DFT total energy: -100803.02847 eV
energy relative to the best compared isomer or geometry (same formula, charge and spin): 23.0 kJ/mol
orbital gap: 0.22990 Ha
HOMO energy: -2.230 eV

ORCA input file:
```
! RIJCOSX wB97M-V def2-TZVPD def2/J DEFGRID3
* xyz -2 1
Bi -0.86 -0.63 -0.06
Cl -7.82 0.51 -2.33
C -6.27 -0.23 -2.01
C -5.68 -0.01 -0.78
C -4.42 -0.54 -0.47
N -3.67 -0.22 0.65
C -4.23 0.23 1.76
O -5.43 0.31 2.08
C -3.21 0.73 2.79
C -3.65 1.62 3.77
C -2.72 2.15 4.65
C -1.39 1.77 4.55
C -1.05 0.86 3.56
N -1.93 0.34 2.70
C -3.80 -1.37 -1.44
C -4.41 -1.59 -2.67
C -5.64 -1.01 -2.97
Cl -6.36 -1.33 -4.53
N -2.55 -1.94 -1.10
C -2.35 -3.26 -1.29
O -3.06 -4.06 -1.90
C -1.07 -3.83 -0.71
C -0.21 -4.55 -1.53
C 0.91 -5.15 -0.98
C 1.12 -5.04 0.39
C 0.21 -4.31 1.13
N -0.86 -3.71 0.61
H -6.18 0.59 -0.03
H -4.69 1.88 3.79
H -3.03 2.85 5.42
H -0.63 2.18 5.21
H -0.02 0.54 3.42
H -3.92 -2.22 -3.39
H -0.42 -4.61 -2.59
H 1.61 -5.69 -1.60
H 1.98 -5.50 0.86
H 0.35 -4.18 2.20
C 2.08 -1.32 -2.69
Si 0.38 -0.54 -2.42
C -0.68 -1.20 -3.84
C 0.63 1.32 -2.80
C 1.56 1.72 -3.77
C 1.77 3.06 -4.06
C 1.04 4.03 -3.37
C 0.11 3.65 -2.42
C -0.12 2.30 -2.13
Si -1.56 1.76 -0.99
C -3.03 1.90 -2.17
C -1.84 3.10 0.28
H 2.24 -1.54 -3.75
H 2.16 -2.25 -2.11
H 2.88 -0.66 -2.34
H -0.20 -0.98 -4.80
H -1.68 -0.74 -3.84
H -0.82 -2.28 -3.76
H 2.14 0.97 -4.30
H 2.48 3.36 -4.82
H 1.21 5.09 -3.58
H -0.45 4.42 -1.89
H -2.87 2.78 -2.80
H -3.97 2.01 -1.62
H -3.14 1.02 -2.82
H -2.01 4.07 -0.21
H -0.99 3.21 0.97
H -2.73 2.86 0.87
C 7.03 1.09 4.04
C 5.78 0.74 3.26
C 5.38 1.50 2.17
C 4.24 1.18 1.42
C 3.87 2.02 0.23
C 3.49 0.06 1.78
C 3.87 -0.72 2.89
C 3.05 -1.92 3.31
C 5.00 -0.36 3.61
C 2.26 -0.33 0.96
O 2.27 -1.46 0.43
O 1.34 0.54 0.91
H 7.27 2.15 3.94
H 7.89 0.52 3.67
H 6.91 0.86 5.10
H 5.96 2.37 1.88
H 4.42 2.97 0.23
H 2.80 2.22 0.20
H 4.12 1.50 -0.70
H 2.05 -1.61 3.63
H 3.53 -2.44 4.14
H 2.91 -2.60 2.48
H 5.29 -0.96 4.47
*
```

[2]
# C38H37BrF5MoN7O7S5Te

A molecular structure, C38H37BrF5MoN7O7S5Te in a non-equilibrium geometry (the ωB97M-V functional and the def2-TZVPD basis, the OMol25 dataset).

largest force on an atom: 4.49 eV Å⁻¹
DFT total energy: -211724.48807 eV
energy relative to the best compared isomer or geometry (same formula, charge and spin): 318.6 kJ/mol
orbital gap (alpha / beta): 0.17020 / 0.17051 Ha
HOMO energy (alpha / beta): -7.286 / -7.286 eV

ORCA input file:
```
! RIJCOSX wB97M-V def2-TZVPD def2/J DEFGRID3
* xyz 0 1
Mo 1.07 0.02 0.61
Br -5.62 5.61 2.45
C -4.19 5.90 1.24
C -2.94 5.37 1.50
C -1.92 5.54 0.60
C -2.14 6.26 -0.59
C -3.40 6.82 -0.82
C -4.43 6.63 0.08
N -1.17 6.54 -1.53
N -0.02 6.08 -1.63
C 0.49 4.84 -1.42
C 1.89 4.74 -1.35
C 2.53 3.58 -0.94
C 1.77 2.48 -0.62
O 2.16 1.33 -0.07
C 0.39 2.51 -0.83
N -0.21 1.34 -0.51
C -1.50 1.19 -0.80
C -2.24 2.23 -1.35
C -1.66 3.47 -1.57
C -0.30 3.64 -1.30
H -2.77 4.81 2.42
H -0.94 5.12 0.81
H -3.56 7.38 -1.73
H -5.41 7.05 -0.10
H 2.45 5.64 -1.55
H 3.61 3.55 -0.83
H -1.92 0.21 -0.60
H -3.28 2.07 -1.57
H -2.26 4.27 -1.97
C -4.55 -4.13 0.65
C -3.05 -4.21 0.96
S -2.26 -2.71 1.62
C -3.35 -2.42 3.07
C -4.38 -1.27 2.86
S -4.10 -0.34 1.31
C -5.70 -0.47 0.45
C -6.22 -1.88 0.17
S -5.08 -3.02 -0.71
H -5.11 -3.82 1.53
H -4.87 -5.13 0.36
H -2.47 -4.43 0.07
H -2.90 -5.01 1.70
H -2.66 -2.17 3.88
H -3.85 -3.36 3.31
H -4.30 -0.53 3.65
H -5.41 -1.65 2.83
H -5.51 0.04 -0.49
H -6.45 0.09 1.01
H -7.09 -1.79 -0.48
H -6.53 -2.38 1.09
N 7.91 0.05 3.30
C 7.02 -0.18 2.28
C 5.95 0.71 2.08
C 5.08 0.52 1.03
C 5.26 -0.56 0.17
C 6.30 -1.46 0.37
C 7.18 -1.26 1.41
S 4.02 -0.89 -1.04
O 3.74 0.26 -1.85
O 4.29 -2.10 -1.74
N 2.66 -1.08 -0.05
C 2.60 -2.16 0.77
N 3.47 -3.15 0.79
C 3.20 -4.14 1.64
C 2.09 -4.14 2.47
C 1.27 -3.03 2.42
N 1.53 -2.04 1.57
H 7.62 0.66 4.05
H 8.51 -0.71 3.58
H 5.82 1.55 2.75
H 4.25 1.19 0.86
H 6.39 -2.30 -0.30
H 8.01 -1.93 1.57
H 3.91 -4.96 1.63
H 1.88 -4.96 3.14
H 0.42 -2.91 3.07
C 1.71 -2.32 -6.70
C 1.16 -2.37 -5.30
C 1.92 -2.87 -4.25
C 1.42 -2.89 -2.96
C 0.14 -2.41 -2.73
C -0.64 -1.91 -3.77
C -0.12 -1.90 -5.05
S -0.52 -2.38 -1.10
O -1.93 -2.17 -1.20
O -0.07 -3.53 -0.37
O 0.16 -1.07 -0.57
H 2.72 -2.71 -6.74
H 1.71 -1.30 -7.06
H 1.08 -2.91 -7.37
H 2.92 -3.24 -4.43
H 2.00 -3.27 -2.13
H -1.64 -1.57 -3.55
H -0.72 -1.51 -5.86
F -1.51 0.47 4.52
Te -0.05 1.05 3.29
F 0.63 2.46 1.82
F 0.50 -0.79 3.99
F -1.66 2.09 2.77
F 2.11 0.41 2.15
O -0.38 0.03 1.74
*
```